(1)
97
Properties=species:S:1:pos:R:3:forces:R:3:lowdin_charge:R:1 method="wB97M-V/def2-TZVPD" homo_lumo_gap_ha=0.1623 energy_ev=-171972.4739 e_homo_ev=-4.439
Cu 2.471106 0.260154 -0.742484 -0.40 -0.22 -0.71 0.259
O 3.897938 1.342088 0.258187 1.08 -0.31 1.06 -0.110
C 4.417320 0.428582 -0.425214 -0.63 0.77 -1.19 -0.329
C 5.244711 -0.698131 -0.362313 0.41 -0.45 0.58 -0.243
C 6.666637 -0.619902 -0.164977 -0.41 0.08 -0.02 -0.052
C 7.448371 -1.724840 -0.334919 0.14 -0.23 -0.08 -0.111
C 6.913706 -2.982711 -0.701488 0.03 0.30 0.07 -0.118
C 5.553920 -3.077366 -0.893942 -0.13 -0.06 -0.13 -0.122
C 4.709237 -1.973773 -0.751816 0.27 0.10 0.28 -0.340
P 2.936749 -1.987260 -0.926548 -0.09 -0.09 0.20 1.089
C 2.592760 -3.187305 -2.256347 -0.08 0.07 0.01 -0.341
C 3.379464 -3.125981 -3.404833 0.00 -0.03 -0.01 -0.082
C 3.102103 -3.941833 -4.492352 0.00 0.02 0.02 -0.077
C 2.030792 -4.822986 -4.450060 0.00 0.00 0.02 -0.093
C 1.233702 -4.881483 -3.314572 0.03 0.04 -0.01 -0.088
C 1.509535 -4.063224 -2.228614 -0.04 -0.01 0.03 -0.113
C 2.279457 -2.791704 0.585465 0.09 0.01 0.03 -0.321
C 1.702094 -1.992610 1.568655 -0.08 0.01 0.00 -0.095
C 1.290169 -2.532294 2.780793 0.01 -0.03 -0.06 -0.091
C 1.439020 -3.889569 3.021283 0.01 0.02 0.01 -0.089
C 2.009466 -4.699334 2.047567 -0.01 -0.01 -0.03 -0.079
C 2.431647 -4.153801 0.845163 0.02 -0.01 0.00 -0.087
H 7.103537 0.332018 0.107735 0.01 0.00 0.03 0.106
H 8.517806 -1.634940 -0.177430 -0.01 -0.01 0.02 0.096
H 7.556870 -3.842616 -0.823419 0.00 0.00 -0.01 0.084
H 5.121031 -4.032036 -1.178630 -0.01 0.01 0.00 0.101
H 4.216478 -2.438753 -3.437460 0.00 0.00 -0.02 0.115
H 3.724584 -3.887106 -5.376260 0.00 0.00 0.00 0.103
H 1.818503 -5.463061 -5.297005 0.00 0.01 0.00 0.098
H 0.398054 -5.569814 -3.273517 0.00 0.00 0.01 0.099
H 0.879445 -4.108915 -1.348821 0.00 -0.01 -0.01 0.098
H 1.580940 -0.929367 1.382134 0.02 0.00 0.01 0.082
H 0.856919 -1.893531 3.540184 0.01 0.01 0.02 0.091
H 1.123644 -4.313839 3.966042 -0.01 0.00 -0.01 0.101
H 2.136728 -5.758783 2.231064 0.01 0.00 0.00 0.103
H 2.891272 -4.793568 0.101472 0.01 0.00 0.01 0.106
N -2.981419 -1.962165 -1.763491 0.02 0.06 0.04 0.008
C -2.056391 -1.888145 -2.889698 -0.04 -0.08 0.05 -0.149
C -0.656316 -1.499684 -2.439255 0.12 0.01 0.11 -0.544
O 0.183911 -1.126744 -3.205915 0.06 -0.05 0.00 0.096
O -0.435441 -1.637292 -1.118889 -0.25 0.05 -0.23 0.066
H -3.724108 -2.629645 -1.915969 0.03 -0.02 0.00 0.084
H -3.406445 -1.064349 -1.565698 0.00 -0.02 -0.01 0.040
H -1.297910 -1.915894 -0.743467 0.07 -0.05 0.05 0.065
H -2.345085 -1.198698 -3.684450 -0.01 -0.01 -0.01 0.125
H -1.953420 -2.880593 -3.333123 -0.02 0.02 -0.05 0.132
S 3.266673 4.062604 -1.718470 -0.23 0.05 -0.13 0.617
C 1.826802 4.898807 -1.739624 -0.02 0.09 0.09 -0.914
N 1.225316 5.295367 -0.584978 0.01 -0.06 0.03 -0.008
C 0.136357 6.254813 -0.519054 0.09 0.00 0.04 -0.189
C -0.788335 6.027122 -1.698103 0.07 0.05 -0.05 -0.175
C 0.027842 6.110217 -2.975357 0.07 -0.04 -0.01 -0.184
N 1.162398 5.202961 -2.884483 0.05 -0.03 -0.03 -0.003
H 1.781186 5.114583 0.234818 0.00 0.02 -0.01 0.115
H 0.518091 7.282784 -0.540638 -0.02 0.02 0.02 0.120
H -0.389558 6.119299 0.426890 0.01 -0.01 -0.01 0.115
H -1.592980 6.762921 -1.709548 0.03 0.00 -0.01 0.116
H -1.222078 5.033130 -1.618983 -0.12 -0.16 0.02 0.099
H 0.367335 7.141013 -3.129502 -0.01 0.01 -0.02 0.119
H -0.573802 5.827478 -3.839937 0.01 0.00 0.00 0.118
H 1.675380 4.970514 -3.718447 -0.02 0.00 0.00 0.114
Cl -8.110264 2.615879 4.004902 0.01 0.00 -0.01 0.684
C -6.577180 2.214739 3.300923 -0.04 -0.01 0.00 -0.661
C -5.421245 2.796522 3.793635 0.07 0.00 0.01 -0.086
C -4.204673 2.449692 3.231362 -0.04 0.02 0.02 -0.014
C -4.117025 1.536329 2.185665 0.05 0.10 -0.10 -0.197
C -2.764963 1.218266 1.581579 0.06 -0.09 0.02 -0.308
C -2.407731 2.260204 0.528114 0.08 0.00 -0.03 -0.049
N -1.264661 1.871801 -0.286179 -0.01 0.15 0.05 -0.041
C -1.183417 1.942777 -1.665073 -0.11 0.00 0.11 -0.053
C 0.079198 1.563538 -1.992044 0.08 -0.05 0.06 -0.115
N 0.771423 1.256198 -0.844549 -0.27 0.11 -0.19 0.029
C -0.051536 1.473959 0.153150 0.03 -0.06 0.07 -0.114
O -1.743380 1.256585 2.565312 -0.03 -0.04 0.09 -0.114
C -1.424621 -0.025003 3.125150 -0.03 0.05 -0.08 -0.143
C -2.615741 -0.717990 3.708794 0.01 0.06 0.15 -0.321
C -3.243545 -1.796994 3.165532 0.01 0.03 -0.08 -0.974
Cl -2.805704 -2.640135 1.736341 0.04 -0.03 -0.05 0.686
S -4.627891 -2.282624 4.044959 -0.10 -0.07 0.02 1.008
C -4.382622 -1.032636 5.190403 -0.02 0.01 0.01 -0.394
C -3.288111 -0.289104 4.897268 0.06 0.00 -0.06 -0.137
C -5.300891 0.997620 1.703728 -0.07 -0.11 0.00 -0.563
Cl -5.285799 -0.135247 0.373497 0.01 0.07 0.04 0.726
C -6.533238 1.313310 2.253299 0.00 0.00 0.00 -0.122
H -5.476791 3.502105 4.610653 0.00 0.00 0.00 0.110
H -3.288279 2.874293 3.620894 -0.01 0.00 0.00 0.130
H -2.792317 0.230809 1.110428 0.00 0.00 -0.02 0.109
H -2.205928 3.202736 1.044208 0.00 0.02 -0.05 0.144
H -3.251435 2.413766 -0.144364 -0.01 -0.02 0.01 0.136
H -2.023053 2.243794 -2.267264 0.00 0.03 0.00 0.120
H 0.526803 1.457786 -2.963694 0.01 0.01 0.01 0.119
H 0.180720 1.353262 1.195288 0.01 0.02 0.03 0.140
H -0.686243 0.179761 3.899586 0.02 0.03 -0.01 0.139
H -0.956246 -0.647922 2.357297 -0.02 -0.04 0.00 0.095
H -5.062453 -0.922488 6.019512 0.01 0.01 0.01 0.072
H -2.956921 0.549228 5.494306 0.00 0.00 -0.01 0.123
H -7.437964 0.864370 1.870067 0.00 0.00 0.00 0.108

***

(2)
106
Properties=species:S:1:pos:R:3:forces:R:3:lowdin_charge:R:1 method="wB97M-V/def2-TZVPD" homo_lumo_gap_ha=0.2294 total_charge=-2 energy_ev=-121461.3297 e_homo_ev=-3.109
Na 0.554881 -0.791387 0.465124 0.69 -1.29 0.04 0.260
N 3.755619 -0.912606 -1.094213 -0.05 0.04 0.20 0.052
N 4.133902 0.386144 -0.715326 -0.08 0.03 0.05 -0.030
C 3.505156 1.108586 0.244944 0.04 -0.11 -0.30 -0.407
N 4.119580 2.291835 0.566320 0.00 -0.09 0.05 0.156
N 2.440499 0.582306 0.790674 -0.06 0.82 0.69 0.160
N 1.858463 1.357621 1.845510 1.08 -0.52 -0.10 -0.399
O 1.820511 2.570326 1.803102 -0.19 0.03 -0.07 0.061
O 1.506173 0.684303 2.787511 -0.22 0.40 -0.04 0.055
H 3.459620 -1.427204 -0.264418 0.04 -0.05 -0.01 0.036
H 2.959458 -0.828707 -1.726192 0.09 -0.01 -0.10 0.023
H 5.107884 0.596249 -0.849531 0.00 -0.03 -0.07 0.123
H 4.680289 2.674944 -0.177154 -0.01 0.02 0.01 0.097
H 3.498892 2.951659 1.014363 0.00 0.02 -0.03 0.074
Cl -2.636721 -7.400043 -0.016619 0.03 0.08 -0.03 0.578
C -2.009579 -5.787141 -0.325858 -0.04 0.00 0.03 -0.682
C -2.799192 -4.673652 -0.002275 -0.07 -0.03 0.00 -0.143
C -2.330406 -3.410765 -0.227454 -0.04 0.01 -0.08 -0.569
Cl -3.346412 -2.047154 0.098506 0.08 0.02 0.05 0.735
C -1.013182 -3.145019 -0.760994 0.11 0.01 -0.10 -0.399
O -0.571639 -1.978694 -0.905030 -0.31 -0.18 -0.28 -0.106
C -0.271367 -4.320636 -1.118503 0.14 -0.18 0.05 -0.127
C 1.058333 -4.267339 -1.716424 -0.08 0.06 0.09 -0.251
O 1.734427 -3.299114 -1.995613 0.02 0.03 0.02 0.019
C -0.777398 -5.610909 -0.885770 -0.02 0.01 -0.01 -0.104
H -3.787146 -4.808710 0.417529 0.01 -0.01 0.00 0.099
H 1.465957 -5.286617 -1.921113 0.01 -0.01 -0.02 0.108
H -0.173298 -6.470075 -1.156752 0.00 0.00 0.01 0.099
O -2.020852 -0.193335 7.121641 0.02 -0.04 -0.05 -0.082
C -2.489997 0.366422 6.103782 -0.07 0.10 0.23 -0.706
O -3.335859 1.276688 6.022648 0.04 -0.01 -0.05 -0.057
C -1.925135 -0.147310 4.767672 0.08 -0.03 -0.20 -0.108
C -1.311258 -1.393834 4.695650 0.01 -0.01 0.07 -0.028
C -0.783285 -1.819207 3.492081 0.13 0.03 0.01 -0.145
N -0.776140 -1.074757 2.386602 -0.07 0.24 -0.06 0.084
C -1.380309 0.122087 2.440488 -0.17 -0.09 -0.12 -0.187
C -1.988523 0.596355 3.596232 -0.04 0.05 0.08 0.055
C -1.387784 0.960943 1.148553 0.02 0.06 0.05 -0.597
O -2.453410 1.474305 0.798956 -0.24 0.17 0.04 0.012
O -0.274169 1.055033 0.539427 -0.73 0.69 0.02 -0.110
H -1.252882 -1.997657 5.591977 0.00 -0.01 0.00 0.103
H -0.311724 -2.796075 3.407659 -0.01 -0.02 -0.02 0.101
H -2.493850 1.552317 3.598372 -0.02 -0.01 -0.01 0.124
N 4.302856 -1.159932 10.310684 0.01 -0.02 0.02 0.140
C 4.103985 -1.440611 9.213825 -0.03 -0.03 -0.18 -0.187
C 3.891955 -1.797640 7.831089 0.03 0.09 0.30 -0.236
C 4.716722 -2.754363 7.248170 0.04 -0.08 -0.10 -0.035
C 4.547054 -3.091270 5.917961 0.02 0.02 0.07 -0.009
C 3.548153 -2.471657 5.177357 -0.16 -0.01 -0.07 -0.176
C 2.704472 -1.530052 5.761466 0.02 -0.02 0.07 0.033
C 2.882489 -1.188492 7.090777 -0.06 0.02 -0.10 0.006
N 3.368641 -2.798417 3.816590 0.26 0.06 -0.06 -0.021
C 3.523375 -4.028392 3.200791 -0.15 -0.01 0.12 -0.061
C 3.212433 -3.822755 1.893299 -0.11 0.05 0.06 -0.121
N 2.896145 -2.498196 1.682325 0.21 -0.14 -0.38 0.083
C 3.023202 -1.913458 2.837652 -0.32 -0.15 0.16 -0.139
H 5.495207 -3.223011 7.834707 0.00 0.01 0.01 0.115
H 5.197829 -3.815191 5.446776 0.00 0.00 -0.01 0.111
H 1.896101 -1.088965 5.190809 -0.02 0.00 0.00 0.120
H 2.221516 -0.468152 7.553241 -0.01 0.00 0.00 0.133
H 3.754657 -4.917080 3.760395 0.02 -0.01 -0.01 0.110
H 3.153913 -4.547127 1.098412 0.05 0.01 -0.03 0.099
H 2.822058 -0.876732 3.039408 0.03 0.04 0.00 0.099
C -3.822373 2.996715 -4.667338 -0.04 0.01 -0.01 -0.035
C -2.760436 1.966985 -5.071625 0.01 -0.03 -0.07 -0.498
C -3.237010 1.254190 -6.348422 -0.01 -0.03 -0.02 -0.058
C -1.482664 2.730651 -5.436833 -0.02 0.03 -0.04 -0.035
C -2.573281 0.919162 -3.926664 -0.09 -0.14 0.04 -0.407
O -3.813917 0.192186 -3.788178 -0.04 0.08 -0.16 -0.030
C -2.271834 1.471400 -2.516119 0.18 0.06 -0.07 -0.081
C -1.072088 2.412184 -2.254935 -0.02 0.15 -0.01 -0.117
C -1.405333 3.873624 -2.040316 0.04 -0.10 -0.07 -0.206
C -2.395085 4.265449 -1.138037 -0.04 -0.03 0.03 -0.015
C -2.687658 5.604434 -0.926100 0.01 -0.02 -0.01 -0.097
C -1.975673 6.570197 -1.616267 -0.03 0.06 0.04 -0.676
Cl -2.351131 8.265881 -1.369065 0.01 -0.05 -0.01 0.601
C -0.962950 6.222058 -2.486991 0.04 -0.01 -0.02 -0.120
C -0.684255 4.875857 -2.684818 0.00 -0.02 0.00 -0.054
C -1.639328 -0.262475 -4.296628 0.07 0.09 0.10 -0.029
N -0.210628 -0.056725 -4.135419 0.06 -0.06 0.07 -0.098
C 0.445067 -0.127639 -2.973007 -0.25 0.27 -0.03 -0.141
N 1.738091 0.075417 -3.156367 -0.24 -0.04 -0.16 0.099
C 1.809511 0.240999 -4.502822 0.15 0.02 -0.01 -0.226
N 0.665073 0.170980 -5.146874 -0.15 -0.05 0.13 0.089
H -3.928388 3.735127 -5.466392 0.01 -0.01 0.00 0.085
H -3.547101 3.535501 -3.760611 0.02 0.00 0.03 0.076
H -4.805248 2.541067 -4.521012 0.01 -0.02 0.01 0.086
H -3.676776 1.987870 -7.028909 0.03 0.00 -0.01 0.079
H -3.985806 0.493403 -6.131423 -0.03 0.03 0.01 0.082
H -2.403068 0.784909 -6.874438 0.00 -0.01 0.01 0.079
H -1.655393 3.256519 -6.381304 -0.01 0.01 0.01 0.087
H -0.627723 2.072600 -5.581338 -0.01 -0.02 -0.02 0.061
H -1.232211 3.481675 -4.695077 0.01 0.02 0.05 0.050
H -4.431487 0.755097 -3.311271 0.02 -0.04 0.09 0.092
H -2.178131 0.596941 -1.867390 -0.01 0.00 0.04 0.114
H -3.182499 1.962562 -2.164792 -0.01 0.04 0.02 0.112
H -0.318469 2.340937 -3.040114 -0.03 0.01 -0.02 0.096
H -0.600756 2.060051 -1.331972 -0.04 0.01 0.07 0.099
H -2.915025 3.510962 -0.561091 0.01 -0.11 0.05 0.108
H -3.450459 5.896722 -0.217209 0.00 -0.01 0.00 0.104
H -0.400592 6.990001 -3.001162 0.00 0.00 -0.01 0.096
H 0.119861 4.598563 -3.357368 0.00 0.01 -0.01 0.110
H -1.823098 -0.610057 -5.309716 0.06 0.05 -0.02 0.124
H -1.905164 -1.069428 -3.613689 -0.05 0.02 0.01 0.142
H -0.121802 -0.280494 -2.064587 0.42 -0.18 0.06 0.111
H 2.736351 0.409259 -5.028125 0.01 0.00 0.01 0.095